[1]
{
  "formula": "C25H35AsMnN4",
  "method": "ωB97M-V with the def2-TZVPD basis set",
  "e_homo_ha": [-0.75214, -0.78817],
  "fmax_ha_per_bohr": 0.0117,
  "e_lumo_ev": [-13.8, -13.8],
  "multiplicity": 4,
  "energy_ha": -4577.9082,
  "total_charge": 4,
  "species": ["As", "Mn", "N", "N", "N", "N", "C", "C", "C", "C", "C", "C", "C", "C", "C", "C", "C", "C", "C", "C", "C", "C", "C", "C", "C", "C", "C", "C", "C", "C", "C", "H", "H", "H", "H", "H", "H", "H", "H", "H", "H", "H", "H", "H", "H", "H", "H", "H", "H", "H", "H", "H", "H", "H", "H", "H", "H", "H", "H", "H", "H", "H", "H", "H", "H", "H"],
  "positions_angstrom": [[-0.968811, 3.417420, -0.191863], [0.422543, -1.078544, 0.011246], [0.608720, -1.427923, 1.884849], [2.193759, -0.233427, -0.241467], [-1.364344, -1.877961, -0.214838], [1.500373, -2.724429, -0.304223], [-0.038241, -0.802893, 2.891118], [0.263635, 4.882768, 0.158757], [-0.404695, -3.521379, -1.748783], [0.885677, -2.320954, 4.478390], [-0.903517, 2.857149, -2.052177], [4.676765, 0.750945, -0.925332], [-1.594586, -2.902852, -1.071203], [2.186005, -3.024631, 0.996440], [2.595361, 0.972311, 0.216818], [-2.879820, -3.371610, -1.275595], [-3.698739, -1.747369, 0.288488], [-3.853901, 2.925155, -0.158180], [1.407942, -2.482087, 2.155612], [0.083883, -1.217247, 4.196591], [2.507216, -2.338731, -1.342433], [-3.943304, -2.794601, -0.597131], [-2.404318, -1.322501, 0.454643], [4.280807, -0.507873, -1.363113], [3.826030, 1.493501, -0.108317], [-0.969792, 1.336993, -2.201817], [3.036923, -0.975555, -0.996621], [-2.778756, 3.874533, 0.348853], [-0.306708, 6.180713, -0.433365], [1.555384, -2.959365, 3.442543], [0.689989, -3.904769, -0.761417], [-0.022862, -2.854317, -2.530369], [-4.829972, 3.372227, 0.028796], [0.466643, 6.945786, -0.347228], [0.989855, -2.676443, 5.496273], [-0.555175, 6.090659, -1.491481], [1.382168, -4.617795, -1.215103], [3.302166, -3.087405, -1.379457], [-3.786646, 2.751551, -1.232629], [-3.043704, -4.192861, -1.960995], [-0.444128, -0.691122, 4.980093], [-2.169934, -0.527598, 1.152058], [2.339983, -4.100842, 1.091232], [-0.125005, 0.870940, -1.660878], [-4.498897, -1.288015, 0.852172], [0.260648, -4.372563, 0.124921], [5.651580, 1.138413, -1.195646], [-1.750695, 3.332403, -2.552306], [-1.177107, 6.531953, 0.117146], [2.025923, -2.332412, -2.322834], [-0.656843, 0.047087, 2.630157], [-3.830542, 1.967117, 0.363297], [3.175213, -2.561438, 0.988509], [1.208688, 4.606279, -0.309939], [2.192181, -3.813750, 3.634546], [4.128007, 2.454637, 0.284529], [-2.893571, 4.877277, -0.080523], [0.011438, 3.268114, -2.479105], [-2.774273, 3.988258, 1.433129], [-1.911637, 0.926672, -1.834818], [-4.950734, -3.163612, -0.746563], [-0.723987, -4.419520, -2.276532], [0.404569, 4.948878, 1.237024], [-0.858470, 1.053688, -3.248465], [1.913378, 1.494923, 0.877930], [4.940261, -1.121957, -1.963419]],
  "forces_ev_per_a": [[-0.1, 0.5, 0.0], [0.3, -0.5, 0.1], [0.1, -0.2, 0.1], [-0.1, 0.1, 0.0], [0.0, 0.1, 0.0], [-0.1, 0.3, 0.0], [0.0, 0.0, 0.0], [0.0, 0.0, -0.1], [0.0, 0.0, 0.0], [0.0, 0.0, 0.0], [0.0, -0.1, 0.0], [0.0, 0.0, 0.0], [0.0, 0.0, 0.0], [0.1, -0.2, 0.0], [0.0, 0.0, 0.0], [0.0, 0.0, 0.0], [0.0, 0.0, 0.0], [0.0, 0.0, 0.0], [0.0, 0.0, 0.1], [0.0, 0.0, 0.0], [0.0, 0.0, -0.1], [0.0, 0.0, 0.0], [0.0, 0.0, 0.0], [0.0, 0.0, 0.0], [0.0, 0.0, 0.0], [0.1, 0.0, 0.0], [0.0, 0.0, 0.0], [0.0, 0.0, -0.1], [0.0, 0.0, 0.0], [0.0, 0.0, 0.0], [-0.1, 0.0, 0.0], [0.0, 0.0, 0.0], [0.0, 0.0, 0.0], [0.0, 0.0, 0.0], [0.0, 0.0, 0.0], [0.0, 0.0, 0.0], [0.0, 0.0, 0.0], [0.0, 0.0, 0.0], [0.0, 0.0, 0.0], [0.0, 0.0, 0.0], [0.0, 0.0, 0.0], [0.0, 0.0, 0.0], [0.0, 0.0, 0.0], [0.0, 0.0, 0.0], [0.0, 0.0, 0.0], [0.0, 0.0, 0.0], [0.0, 0.0, 0.0], [0.0, 0.0, 0.0], [0.0, 0.0, 0.0], [0.0, 0.0, 0.0], [0.0, 0.0, 0.0], [0.0, 0.0, 0.0], [0.0, 0.0, 0.0], [0.0, 0.0, 0.0], [0.0, 0.0, 0.0], [0.0, 0.0, 0.0], [0.0, 0.0, 0.0], [0.0, 0.0, 0.0], [0.0, 0.0, 0.0], [0.0, 0.0, 0.0], [0.0, 0.0, 0.0], [0.0, 0.0, 0.0], [0.0, 0.0, 0.0], [0.0, 0.0, 0.0], [0.0, 0.0, 0.0], [0.0, 0.0, 0.0]]
}

[2]
{
  "formula": "C25H35AsN5S2Si2Zn",
  "method": "ωB97M-V with the def2-TZVPD basis set",
  "e_homo_ha": -0.35406,
  "fmax_ha_per_bohr": 0.0153,
  "e_lumo_ev": -2.7,
  "energy_ha": -6637.8079,
  "total_charge": 1,
  "species": ["As", "Zn", "S", "S", "Si", "Si", "N", "N", "N", "N", "N", "C", "C", "C", "C", "C", "C", "C", "C", "C", "C", "C", "C", "C", "C", "C", "C", "C", "C", "C", "C", "C", "C", "C", "C", "C", "H", "H", "H", "H", "H", "H", "H", "H", "H", "H", "H", "H", "H", "H", "H", "H", "H", "H", "H", "H", "H", "H", "H", "H", "H", "H", "H", "H", "H", "H", "H", "H", "H", "H", "H"],
  "positions_angstrom": [[-0.298987, -1.445278, -0.344468], [-0.928636, 1.169248, -0.197590], [-5.520787, 1.559964, -0.755047], [-0.612033, 5.634336, -0.883366], [-0.386069, -2.215785, 1.928978], [1.125620, -3.094534, -1.436737], [0.872228, 0.205527, -0.162954], [1.448511, 0.381540, 1.119869], [-0.895107, 3.121991, -0.952720], [-2.997465, 1.365465, -0.605987], [-0.505074, 1.610804, 1.646197], [0.748589, 1.132416, 1.948115], [2.964933, -2.783014, -1.204659], [2.215585, 0.586786, -3.594711], [-0.685138, 2.648830, 3.794628], [1.333072, -2.583305, 2.598832], [0.666852, -4.801995, -0.773143], [-1.428943, -1.073876, 3.025515], [-1.183198, 2.333908, 2.571391], [0.028886, 4.041366, -0.989136], [-2.197804, 5.004848, -0.762703], [3.565524, 0.803374, -3.353533], [0.625294, 2.206347, 4.112725], [-3.279242, 2.713913, -0.756838], [1.325064, 1.462096, 3.219682], [1.808860, 0.373454, -1.223592], [-4.079096, 0.631309, -0.590688], [-2.161292, 3.648404, -0.822338], [-1.437766, -3.785549, 1.806568], [-4.132742, -0.847385, -0.450190], [1.343588, 0.381127, -2.539258], [0.552583, -2.999531, -3.235561], [4.027150, 0.817145, -2.045658], [-4.601803, 2.998169, -0.856239], [3.161823, 0.603499, -0.982721], [1.488685, 3.776276, -1.089877], [1.066921, 2.476251, 5.063180], [-0.533718, -3.104963, -3.278342], [3.297699, -1.920268, -1.779701], [-1.655415, -4.150636, 2.812045], [1.833567, 3.233662, -0.206254], [-2.392722, -3.584429, 1.313806], [-4.625735, -1.288546, -1.317243], [1.703275, 3.152546, -1.959100], [-3.129458, -1.254461, -0.370478], [1.037258, -4.952603, 0.242192], [-1.275180, 3.212990, 4.501242], [3.197741, -2.601513, -0.153334], [1.743399, -3.473782, 2.117287], [-0.817840, -0.396072, 3.623356], [1.837026, 0.593306, -4.609009], [0.284772, 0.225523, -2.727775], [1.998641, -1.743584, 2.401379], [-2.025885, -1.679994, 3.709298], [3.515791, 0.606475, 0.036192], [2.330983, 1.117476, 3.413940], [0.820628, -2.044682, -3.688558], [1.305441, -2.759652, 3.676264], [-0.414379, -4.948317, -0.775924], [5.075759, 0.993389, -1.842970], [-5.076180, 3.955865, -0.991775], [-2.118661, -0.468362, 2.434535], [-4.703923, -1.128251, 0.435800], [-0.944707, -4.590014, 1.262332], [-2.179657, 2.648367, 2.275444], [2.045221, 4.707601, -1.167821], [4.248137, 0.957608, -4.178501], [1.108464, -5.571869, -1.408665], [3.535228, -3.653594, -1.535376], [-3.056125, 5.645790, -0.647191], [0.991936, -3.793141, -3.843072]],
  "forces_ev_per_a": [[0.6, -0.2, 0.2], [-0.3, 0.3, -0.4], [0.3, -0.1, 0.0], [0.0, -0.3, 0.0], [-0.1, -0.3, 0.5], [0.0, -0.3, -0.4], [-0.7, -0.2, 0.3], [0.5, -0.2, 0.0], [-0.2, -0.2, 0.0], [0.3, 0.1, 0.0], [0.5, -0.2, 0.5], [-0.3, 0.1, -0.2], [-0.4, 0.1, 0.0], [0.0, 0.0, 0.0], [-0.1, 0.0, 0.0], [-0.2, 0.1, -0.1], [0.0, 0.4, 0.0], [0.3, 0.0, -0.2], [-0.1, 0.0, 0.0], [0.0, 0.4, 0.0], [0.0, 0.0, 0.0], [0.1, 0.0, 0.0], [0.0, -0.1, -0.2], [-0.4, 0.0, -0.1], [0.0, 0.0, 0.1], [0.2, 0.1, -0.3], [-0.3, 0.2, 0.0], [0.1, 0.4, 0.0], [0.2, 0.1, -0.3], [-0.1, -0.1, 0.0], [-0.1, 0.0, 0.2], [0.1, 0.1, 0.3], [0.0, 0.0, 0.0], [0.0, -0.1, 0.0], [-0.2, 0.0, 0.1], [0.1, 0.0, 0.0], [0.0, 0.0, 0.0], [0.0, 0.0, 0.0], [0.0, 0.0, 0.0], [0.0, 0.1, 0.0], [0.0, 0.0, 0.0], [0.0, 0.0, 0.0], [0.0, 0.0, 0.0], [0.0, 0.0, 0.0], [0.0, 0.0, 0.0], [0.0, 0.0, 0.0], [0.0, 0.0, 0.0], [0.0, 0.0, 0.0], [0.0, 0.0, 0.0], [0.0, 0.0, 0.0], [0.0, 0.0, 0.0], [0.0, 0.0, -0.1], [0.0, 0.0, 0.0], [0.1, -0.1, 0.0], [0.0, 0.0, 0.0], [0.0, 0.0, 0.0], [0.0, 0.0, 0.0], [-0.1, 0.0, 0.0], [0.0, -0.1, 0.0], [0.0, 0.0, 0.0], [0.0, 0.0, 0.0], [0.0, 0.0, 0.0], [0.0, 0.0, 0.0], [-0.1, 0.0, 0.1], [0.0, 0.0, 0.0], [0.0, 0.0, 0.0], [0.0, 0.0, 0.0], [0.1, 0.1, -0.1], [-0.1, -0.1, 0.0], [0.0, 0.0, 0.0], [0.0, 0.0, 0.1]]
}

[3]
{
  "formula": "C25H35BF12NO13S",
  "method": "ωB97M-V with the def2-TZVPD basis set",
  "e_homo_ha": -0.46438,
  "fmax_ha_per_bohr": 0.1012,
  "e_lumo_ev": -4.8,
  "energy_ha": -3627.7372,
  "total_charge": 1,
  "species": ["S", "F", "F", "F", "F", "F", "F", "F", "F", "F", "F", "F", "F", "O", "O", "O", "O", "O", "O", "O", "O", "O", "O", "O", "O", "O", "N", "C", "C", "C", "C", "C", "C", "C", "C", "C", "C", "C", "C", "C", "C", "C", "C", "C", "C", "C", "C", "C", "C", "C", "C", "C", "B", "H", "H", "H", "H", "H", "H", "H", "H", "H", "H", "H", "H", "H", "H", "H", "H", "H", "H", "H", "H", "H", "H", "H", "H", "H", "H", "H", "H", "H", "H", "H", "H", "H", "H", "H"],
  "positions_angstrom": [[-1.705771, 0.975890, 2.617721], [7.975943, 3.508804, -3.147635], [1.330568, 7.428183, -2.940267], [-0.276746, 7.193177, -4.358749], [1.548665, -0.040819, -1.942370], [-0.693648, 7.876648, -2.360498], [7.810856, 3.075335, -1.036430], [0.305169, 1.581803, -2.636734], [-3.656797, -5.510768, 4.809639], [-4.695662, -4.046869, 3.593125], [-4.571900, -3.801607, 5.738618], [2.426571, 1.857255, -2.484109], [8.916770, 4.802089, -1.705809], [6.457832, 5.993033, -1.342152], [5.512993, 4.248150, -2.398096], [-2.971861, 1.063707, 3.328464], [0.754009, 4.769409, -2.479184], [-1.429120, 5.301732, -2.459827], [2.930233, 0.184490, -4.511970], [0.757917, 0.346502, -5.061281], [-1.772525, -2.689819, 5.103003], [-6.328008, -6.168123, 3.825972], [-3.731467, -1.564026, 4.229807], [0.037864, -4.299985, 0.123065], [-6.679117, -5.561031, 5.959500], [-1.813860, 1.847154, 1.419851], [-0.147565, -1.924964, 0.172441], [1.481595, 0.978192, -2.838639], [-1.176657, -3.232911, 1.966058], [-7.504941, -6.999776, 3.864283], [3.362961, 0.779288, -6.830916], [7.816709, 4.077385, -1.938371], [-4.744434, -4.714471, 4.779880], [-1.756555, 3.950773, -2.086094], [1.772410, -4.781388, 1.918131], [-0.417532, -3.168614, 0.727413], [6.538983, 4.914271, -1.853947], [2.652576, -3.646320, 2.621862], [3.226291, -0.340843, -5.820584], [4.094976, 5.912339, -3.464170], [0.059257, 7.018448, -3.068102], [-1.628106, -1.985355, 2.622275], [-0.269709, 1.616010, 3.557623], [-0.132168, 5.566920, -2.623866], [-6.040269, -5.509575, 4.951687], [4.233843, 4.905305, -2.342532], [1.650669, 0.482306, -4.275842], [-1.589437, 3.747843, -0.593407], [-1.296822, -0.687830, 1.983290], [1.480701, -4.496216, 0.390631], [-0.535504, -0.725858, 0.729854], [-8.753758, -6.174840, 3.631040], [-2.432121, -2.052402, 4.024898], [4.824471, 6.718082, -3.363534], [0.052219, 0.838908, 4.296805], [-0.261999, 0.239499, 0.240712], [-2.287610, -3.511525, 5.249719], [1.746572, -5.437383, -0.165707], [0.839337, -4.906384, 2.532678], [2.420631, 1.316005, -6.953603], [2.039757, -3.617263, -0.019560], [2.472074, -1.068773, -6.125433], [-1.163555, 3.237328, -2.658515], [-4.379080, -2.253431, 3.959178], [4.172757, -0.875047, -5.733643], [3.096680, 6.347326, -3.466558], [2.829076, -2.762737, 1.939951], [-7.393259, -7.732341, 3.064675], [-8.900917, -5.448084, 4.431865], [-1.441800, -4.184832, 2.483329], [3.479689, 4.126951, -2.454127], [-2.172596, 4.486511, -0.039683], [-0.546827, 3.874651, -0.293396], [2.108917, -3.257658, 3.527834], [3.666659, 0.386183, -7.801631], [-9.633823, -6.816418, 3.579608], [4.104341, 1.507800, -6.496581], [-7.557211, -7.553350, 4.803302], [4.276567, 5.437502, -4.431180], [-8.671980, -5.611240, 2.699297], [2.387127, -5.723137, 1.972527], [-2.799997, 3.796591, -2.362871], [-0.474004, 2.621191, 4.015495], [0.406182, -1.891969, -0.687664], [-1.914445, 2.750964, -0.299024], [4.077915, 5.367263, -1.365673], [3.626003, -4.059365, 2.992614], [0.587831, 1.780155, 2.840247]],
  "forces_ev_per_a": [[-2.6, 4.1, -1.8], [-0.3, 0.2, 0.2], [-0.4, -0.5, 0.1], [0.0, -0.5, 0.2], [0.0, -0.4, -0.1], [0.1, -0.5, 0.1], [-0.4, 0.3, -0.1], [0.2, -0.5, -0.3], [-0.3, 0.0, -0.1], [-0.2, -0.4, 0.1], [-0.4, -0.4, -0.2], [-0.1, -0.4, -0.3], [-0.6, 0.1, 0.0], [0.5, -0.3, 0.0], [0.7, -0.2, 0.3], [2.0, -1.6, 0.6], [0.2, 0.6, -0.2], [0.5, 0.6, -0.4], [-0.5, 0.1, 0.8], [-0.2, 0.2, 0.7], [-0.6, -0.3, -2.1], [0.8, 0.5, 0.3], [1.3, -1.4, -1.2], [0.0, 1.9, 0.7], [0.6, 0.5, 0.1], [1.6, -2.2, 1.4], [-0.5, 0.1, 1.1], [0.0, 1.3, 1.0], [0.0, 2.5, -0.3], [-0.8, -0.5, -0.1], [-0.2, 0.3, 0.1], [1.4, -0.7, -0.2], [0.8, 0.4, 0.3], [-0.3, -0.6, 0.4], [1.0, 0.7, 0.2], [-1.2, -0.3, 1.8], [-1.3, 0.3, -0.1], [-0.6, 0.1, 0.2], [0.3, -0.2, -0.8], [0.3, 0.1, -0.2], [0.1, 1.8, -0.4], [1.3, 0.7, -2.1], [1.1, -0.7, -0.1], [-0.7, -1.2, 0.3], [-1.3, -1.1, -0.4], [-0.7, 0.3, -0.2], [0.7, -0.7, -1.3], [0.2, 0.2, -0.3], [1.5, -2.8, -1.6], [0.5, -1.3, 0.5], [-1.2, 0.0, 2.2], [0.1, 0.4, 0.1], [-1.0, -0.1, 1.9], [-0.1, 0.0, 0.1], [-0.4, 0.8, -0.4], [-0.2, -1.1, 0.2], [0.3, 0.6, 0.8], [-0.4, 1.3, 0.2], [0.8, -0.2, -0.9], [0.0, -0.1, -0.1], [-0.3, -0.8, 0.4], [-0.1, 0.2, 0.2], [0.1, 0.3, 0.0], [0.3, 1.0, 0.2], [-0.1, 0.1, 0.3], [0.2, -0.2, 0.0], [0.0, -1.0, 0.7], [0.3, 0.2, 0.0], [0.0, -0.1, 0.0], [0.5, 0.8, -0.9], [0.3, -0.1, 0.0], [-0.1, -0.1, 0.0], [0.0, -0.1, -0.1], [0.5, -0.3, -0.9], [0.0, 0.0, 0.1], [0.1, 0.0, 0.0], [0.1, -0.1, 0.0], [0.2, 0.2, 0.0], [-0.1, -0.1, 0.1], [0.0, -0.2, 0.0], [-1.0, 0.8, -0.1], [0.1, 0.3, -0.1], [-0.4, -1.2, -0.4], [-0.2, 0.0, 0.2], [0.0, 0.4, -0.3], [0.3, 0.0, 0.0], [-0.8, 0.5, -0.5], [-1.1, -0.4, 0.5]]
}